Formula: C4H10ClNSi
Source: the Open Molecules 2025 dataset
Level of theory: wB97M-V/def2-TZVPD

XYZ file:
```
17
C4H10ClNSi | the Open Molecules 2025 dataset | wB97M-V/def2-TZVPD
C 2.2772 1.6904 0.8112
C 1.9679 1.1161 -0.5364
C -1.1356 -2.0134 -0.3361
C -1.7774 0.2839 -0.4726
N -2.1248 -0.9199 -0.2663
Si 1.9469 -0.6301 -0.8070
Cl 2.5886 -1.8972 0.6582
H 1.5535 1.3753 1.6546
H 3.1445 1.0699 1.2178
H 1.3005 1.5352 -1.2687
H -0.8634 -2.1322 0.6604
H -1.8096 -2.8342 -0.6922
H -0.3384 -1.6967 -1.0057
H 2.4626 2.7316 0.8201
H -0.6253 0.4515 -0.8745
H -2.4825 1.0413 -0.2444
H 2.3117 -0.9431 -2.1892
```

Summary:
Energy above the lowest of the compared OMol25 structures with the same formula, charge and spin: 0.4427 eV
Highest occupied orbital energy (spin up / spin down): -0.226 / -0.349 hartree
Multiplicity: 3

Atomic partial charges in e from the Löwdin method, atoms 1 to 6: atom 1 (C): -0.19, atom 2 (C): -0.35, atom 3 (C): -0.15, atom 4 (C): -0.07, atom 5 (N): -0.11, atom 6 (Si): 0.23



Formula: C4H10ClO4PS
Source: the Open Molecules 2025 dataset
Level of theory: wB97M-V/def2-TZVPD

XYZ file:
```
21
C4H10ClO4PS | the Open Molecules 2025 dataset | wB97M-V/def2-TZVPD
C -0.3031 -0.2527 -2.7153
C -2.7093 -1.8998 0.0294
C 1.6007 -0.0123 2.6024
C 1.5125 2.2138 1.0287
O -0.0998 0.7640 -0.0007
O 0.2442 -1.8735 0.6427
O -0.1892 -1.2517 -1.6581
O -2.0254 -0.6673 0.0449
P -0.4261 -0.7551 -0.1137
S 0.6288 1.4313 2.2044
Cl 3.0213 1.7779 0.4479
H -1.2747 0.2423 -2.4627
H -0.2428 -0.6983 -3.7284
H 0.4283 0.4984 -2.5776
H -3.3299 -1.8856 -0.8037
H -3.3969 -1.8646 0.8698
H -2.0691 -2.7586 0.1730
H 2.5387 0.2712 3.0722
H 1.7899 -0.4937 1.7311
H 1.0267 -0.4925 3.3555
H 0.9721 3.0345 0.5531
```

Summary:
Energy above the lowest of the compared OMol25 structures with the same formula, charge and spin: 0.0000 eV
Highest occupied orbital energy (spin up / spin down): -0.334 / -0.334 hartree
Multiplicity: 1

Atomic partial charges in e from the Löwdin method, atoms 1 to 6: atom 1 (C): -0.11, atom 2 (C): -0.13, atom 3 (C): -0.32, atom 4 (C): -0.86, atom 5 (O): -0.45, atom 6 (O): -0.31



Formula: C4H10CsI2N2O4SSe
Source: the Open Molecules 2025 dataset
Level of theory: wB97M-V/def2-TZVPD

XYZ file:
```
25
C4H10CsI2N2O4SSe | the Open Molecules 2025 dataset | wB97M-V/def2-TZVPD
Cs 1.6535 1.3893 1.1912
I 0.8189 -3.4836 -1.6496
C 2.3278 -2.7802 -0.3508
I 3.3880 -1.1288 -1.1414
H 3.0356 -3.5812 -0.1844
H 1.8576 -2.4123 0.5468
C 0.0856 0.6335 -2.8266
N -0.4780 0.4989 -1.5037
C -1.1454 1.4946 -0.8634
S -1.3636 3.0227 -1.5285
N -1.6316 1.1400 0.3309
C -2.2986 2.0167 1.2630
H -0.1891 -0.2340 -3.4313
H 1.1733 0.7034 -2.8194
H -0.3195 1.5374 -3.2714
H -0.2373 -0.3158 -0.9401
H -1.2826 0.2447 0.7039
H -2.1425 3.0529 0.9714
H -1.9006 1.8285 2.2612
H -3.3739 1.8190 1.2695
O -0.0098 -2.4879 3.2104
Se 0.3815 -1.1451 2.4562
O -0.0717 -1.1621 0.8428
O 2.0084 -0.8649 2.3934
O -0.2861 0.2144 3.0699
```

Summary:
Energy above the lowest of the compared OMol25 structures with the same formula, charge and spin: 0.0000 eV
Total charge: -1
Highest occupied orbital energy: -0.197 hartree
Multiplicity: 1

Atomic partial charges in e from the Löwdin method, atoms 1 to 6: atom 1 (Cs): 1.09, atom 2 (I): 0.72, atom 3 (C): -1.15, atom 4 (I): 0.71, atom 5 (H): -0.04, atom 6 (H): -0.10